No. 1
ORCA calculation (wB97M-V/def2-TZVPD) on a cluster of 4 separate species, C20H34BN2O13 in total at a distorted geometry.

The geometry in XYZ format:
```
70
Properties=species:S:1:pos:R:3:lowdin_charge:R:1
H -2.23 0.19 -3.53 0.05
C 2.74 3.22 8.51 -0.52
H 2.03 1.84 -1.37 -0.01
C 1.91 3.61 2.47 -0.10
H 2.64 -2.16 -0.22 0.05
C -0.58 1.92 3.23 -0.24
H 0.42 4.68 8.08 0.14
H 3.58 -1.71 -1.61 0.07
H 0.13 0.88 -0.93 0.11
H 1.23 -5.15 -6.42 0.14
H -1.47 -1.83 0.07 0.14
H -0.15 -0.90 2.52 0.11
O 3.94 3.25 8.74 0.13
H 2.95 -5.35 -6.87 0.13
C -0.47 1.22 1.75 -0.12
H -6.64 0.05 0.17 0.13
H -1.29 1.77 1.07 0.15
H -0.27 3.55 9.28 0.14
O 2.53 -3.85 -5.51 0.07
H 0.55 1.37 1.20 0.11
C 2.16 -4.62 -6.64 -0.14
O 0.52 2.17 4.18 -0.12
O -6.91 -1.28 -1.39 0.05
O 2.18 2.60 7.43 0.06
H 0.38 -1.87 0.46 0.10
H 0.92 3.86 1.90 0.09
C 1.81 2.33 3.50 -0.23
C -0.84 -0.37 1.70 -0.18
C -6.30 -0.93 -0.16 -0.15
H 2.62 2.54 4.35 0.14
C 2.00 -3.60 -7.71 -0.15
H 1.23 -3.88 -8.44 0.14
O -1.77 0.14 -1.43 -0.13
H -1.94 -0.51 2.09 0.12
H 2.15 1.36 2.94 0.13
H 0.69 0.20 -4.42 0.12
N 2.84 1.68 -1.97 0.01
H 2.05 -2.30 -3.08 0.10
C 0.57 3.73 8.59 -0.14
C 0.78 2.59 7.65 -0.14
H 0.21 1.45 -3.08 0.13
O -6.22 -2.57 -3.15 0.12
H 0.24 2.73 6.71 0.13
H -4.48 0.01 -0.86 0.14
O 1.79 3.79 9.31 0.06
O 1.60 -2.44 -7.00 0.08
H -2.71 -1.50 -2.59 0.06
C -0.53 -1.13 0.29 -0.11
C -5.98 -1.97 -2.11 -0.51
C 2.05 -2.58 -5.72 -0.47
H 0.50 1.63 8.08 0.14
C 2.44 0.96 -3.10 -0.17
H -4.24 -1.26 0.38 0.13
O -4.76 -1.91 -1.52 0.04
C 0.44 -0.80 -2.34 -0.30
H 3.23 0.71 -3.94 0.10
H 2.27 4.56 3.04 0.08
C 1.55 -1.97 -2.07 -0.18
H 2.93 -3.38 -8.24 0.13
B -1.95 -0.61 -2.71 -0.66
O -0.70 -1.34 -3.12 -0.13
O -1.83 2.26 3.65 -0.06
H 2.73 3.39 1.63 0.10
C 0.87 0.50 -3.28 -0.11
C -0.37 -0.16 -1.02 -0.22
H 0.97 -2.88 -1.56 0.13
C -4.85 -0.96 -0.48 -0.14
O 2.04 -1.70 -4.88 0.11
N 2.66 -1.59 -1.10 -0.05
H -6.58 -1.68 0.59 0.13
```

The calculation puts the LUMO energy at 2.170 eV. Its HOMO-LUMO gap is 5.9 eV. The total charge is -1.

No. 2
ORCA calculation (wB97M-V/def2-TZVPD) on a cluster of 2 separate species, C21H10Cl4NO3 in total at a distorted geometry.

The geometry in XYZ format:
```
39
Properties=species:S:1:pos:R:3:lowdin_charge:R:1
C 0.81 -1.30 3.10 -0.65
C 0.67 -3.77 3.41 -0.31
H 1.07 5.01 -0.25 0.09
C 0.66 4.01 -0.17 -0.12
H 2.02 3.37 1.41 0.10
C 2.21 -3.81 3.57 -0.33
H -2.96 -0.12 -5.08 0.09
H -0.80 4.32 -1.75 0.09
C 0.06 -2.44 3.36 -0.61
C -0.95 2.35 -0.90 -0.03
H 1.09 1.08 1.48 -0.02
Cl 4.60 -2.67 3.20 0.73
H 1.19 0.73 -4.29 0.10
O 0.03 -4.82 3.33 0.12
C 0.67 1.82 0.82 -0.10
H -1.81 2.05 -1.51 0.12
C -1.20 -0.45 -2.18 -0.16
O 2.77 -4.80 4.04 0.10
C 1.20 3.10 0.74 -0.10
C -1.93 0.14 1.40 -0.33
C 0.05 -0.04 -2.64 -0.05
N -2.79 0.25 2.20 0.08
H 0.88 -0.01 -1.93 0.12
C -0.39 3.62 -1.02 -0.09
H -0.74 0.69 -5.88 0.09
C -1.04 0.13 0.32 -0.20
C -0.87 0.35 -4.85 -0.11
C -2.11 -0.11 -4.40 -0.10
C 0.22 0.38 -3.96 -0.09
Cl 0.23 0.22 3.62 0.80
C -0.43 1.43 0.03 -0.22
C 2.22 -1.45 2.82 -0.65
Cl 3.08 -0.12 2.16 0.77
C 2.90 -2.61 3.14 -0.63
O -2.03 -1.86 -0.40 -0.01
C -2.27 -0.54 -3.08 -0.03
H -3.23 -0.92 -2.72 0.12
C -1.45 -0.81 -0.72 -0.38
Cl -1.61 -2.38 3.59 0.81
```

The calculation puts the LUMO energy at 0.031 eV. The calculation puts the energy above the lowest of the compared OMol25 structures with the same formula, charge and spin at 13.76 kcal per mole. Its HOMO-LUMO gap is 4.0 eV. The total charge is -1.

No. 3
ORCA calculation (wB97M-V/def2-TZVPD) on a structure of composition C39H90N2O25Rb at a distorted geometry.

The geometry in XYZ format:
```
157
Properties=species:S:1:pos:R:3:lowdin_charge:R:1
H -29.02 14.90 3.75 0.03
C -28.73 13.52 2.44 -0.17
C -31.39 17.94 4.81 -0.25
C -25.20 13.55 6.92 -0.28
C -28.47 21.82 2.44 -0.49
C -25.62 21.21 4.10 -0.03
H -22.52 13.46 9.51 0.11
H -21.42 13.70 3.09 0.12
H -23.15 21.83 8.85 0.11
O -24.52 18.64 7.73 -0.02
H -25.28 19.48 1.90 0.05
H -32.63 19.03 2.75 0.08
H -30.33 22.39 9.60 0.12
H -21.06 16.51 0.88 0.12
O -25.11 22.61 7.25 -0.08
C -20.18 15.56 6.68 -0.19
H -23.96 16.00 -3.13 0.12
H -27.15 14.12 6.02 0.11
O -30.68 17.24 3.84 -0.05
H -27.06 12.39 6.22 0.13
H -32.25 17.27 4.91 0.12
H -25.90 14.78 -3.12 0.08
C -26.00 21.41 2.65 -0.45
H -27.79 13.17 2.86 0.09
H -30.55 22.18 1.79 0.09
H -19.26 15.01 6.87 0.12
O -21.39 13.50 7.01 -0.05
C -22.02 18.06 -0.34 -0.18
H -22.82 11.43 3.08 0.12
C -30.60 21.05 7.85 -0.21
H -24.04 12.15 5.06 0.06
H -20.70 17.88 3.47 0.10
H -23.73 17.75 -1.49 0.12
H -23.75 22.43 10.32 0.11
H -26.24 21.76 4.81 0.07
H -20.54 18.23 1.03 0.13
C -24.95 20.52 1.85 -0.03
O -19.82 16.76 5.94 -0.09
H -25.90 14.13 4.38 0.03
C -21.64 17.33 3.33 -0.11
H -28.16 21.01 8.56 0.03
H -29.25 12.64 2.08 0.12
C -27.65 18.39 5.66 0.14
Rb -24.57 16.26 1.42 0.94
O -22.68 13.81 1.46 -0.11
H -24.19 12.32 3.05 0.12
H -24.44 14.25 6.58 0.11
O -25.32 15.80 4.20 -0.08
H -31.06 19.88 4.04 0.09
H -30.89 18.01 5.77 0.11
O -24.64 12.40 7.25 -0.04
C -25.37 18.19 6.88 -0.30
O -28.74 21.18 9.31 -0.05
H -19.03 19.54 7.51 0.12
H -29.10 20.34 6.79 0.02
H -29.59 21.37 0.59 0.08
C -21.06 18.98 8.11 -0.16
H -21.42 18.49 9.02 0.11
O -21.62 18.33 6.93 -0.09
C -28.11 23.24 2.00 -0.15
H -26.86 15.22 -1.69 0.10
C -24.92 17.15 6.12 0.06
C -26.82 23.85 2.54 -0.16
C -21.39 17.54 1.00 -0.19
H -29.24 15.12 1.00 0.12
H -22.14 16.10 9.87 0.12
H -23.28 14.41 -2.77 0.13
O -27.96 16.86 3.89 0.03
O -24.74 20.83 9.70 -0.06
H -24.08 17.08 8.95 0.03
H -24.86 23.21 2.67 0.12
H -30.00 22.17 3.97 0.09
H -28.05 14.04 0.41 0.10
H -24.43 23.92 8.69 0.11
C -19.51 18.95 8.28 -0.22
H -27.52 15.94 2.42 0.01
N -27.35 20.95 2.18 -0.08
H -26.87 24.07 3.60 0.11
O -29.94 20.77 6.61 -0.09
H -28.40 22.50 4.68 0.08
H -32.28 19.84 5.34 0.11
H -31.51 21.60 7.58 0.11
H -29.41 22.75 8.12 0.12
O -29.54 14.13 3.50 -0.07
H -26.56 24.77 2.01 0.11
H -21.43 19.99 8.24 0.11
H -25.00 20.69 0.78 0.08
C -29.77 21.43 1.66 -0.03
H -22.08 15.08 5.76 0.10
O -24.80 15.12 -1.46 -0.24
H -22.49 12.94 1.10 0.09
H -29.00 23.83 2.25 0.12
H -18.32 19.86 9.47 0.08
C -31.92 19.34 4.43 -0.25
H -30.18 20.45 1.89 0.07
H -27.94 23.22 0.92 0.12
C -23.16 12.40 3.42 -0.22
O -22.90 14.12 11.44 -0.07
C -25.03 23.01 8.60 -0.21
O -33.04 19.30 3.58 -0.05
H -20.84 14.08 5.16 0.10
C -23.72 15.30 -2.33 -0.22
O -27.21 19.84 7.30 0.05
O -22.27 17.69 2.12 -0.29
H -22.13 12.99 6.67 0.05
H -24.59 21.45 4.37 0.10
H -25.68 21.84 7.25 0.05
H -21.28 16.30 3.35 0.08
H -20.47 17.43 6.16 0.00
O -23.13 12.37 4.84 -0.05
O -27.69 19.57 2.24 0.01
H -22.05 15.43 -0.91 0.11
H -22.95 15.46 8.44 0.09
C -22.49 13.64 2.85 -0.24
C -22.60 16.09 -1.59 -0.21
H -28.87 20.90 4.31 0.05
C -27.20 17.27 4.82 -0.16
O -26.04 13.23 4.68 -0.09
C -26.73 18.83 6.61 -0.20
H -28.57 18.96 5.61 0.11
H -24.50 20.18 9.05 0.03
H -23.94 16.73 6.32 0.11
H -27.73 19.43 3.19 0.05
H -25.11 12.07 8.02 0.11
C -29.77 21.96 8.77 -0.24
C -26.00 14.64 -2.04 -0.07
O -19.08 19.29 9.61 -0.05
H -22.56 18.52 6.97 0.05
H -19.06 17.99 8.04 0.10
H -21.26 18.25 -1.10 0.12
H -23.37 14.87 11.81 0.08
C -24.09 22.03 9.37 -0.25
C -23.04 15.60 9.52 -0.26
H -29.75 17.38 4.04 0.02
H -20.57 15.81 7.67 0.10
C -28.94 21.92 3.93 -0.03
C -25.74 16.65 5.00 -0.26
O -24.12 16.45 9.67 -0.05
H -30.98 20.16 8.35 0.12
O -27.35 15.50 1.58 -0.18
H -21.94 16.39 -2.40 0.12
C -28.37 14.55 1.32 -0.22
H -25.53 13.92 7.89 0.11
C -21.19 14.55 6.08 -0.25
H -23.96 20.61 2.30 0.09
H -25.64 20.17 4.41 0.07
H -25.47 22.77 1.09 0.12
H -26.13 13.56 -1.98 0.09
C -26.46 13.28 6.00 -0.19
H -26.02 23.01 9.05 0.12
H -22.53 18.99 -0.07 0.12
H -22.98 14.48 3.34 0.09
N -23.10 17.24 -0.89 -0.15
H -24.22 13.80 9.75 0.09
C -23.22 14.12 10.03 -0.18
C -25.73 22.82 2.14 -0.14
H -22.28 17.47 4.20 0.09
```

The calculation puts the LUMO energy (alpha / beta) at -2.267 / -4.083 eV. Its HOMO-LUMO gap (alpha / beta) is 6.5 / 4.7 eV. The total charge is 0. Its multiplicity is 2.

No. 4
ORCA calculation (wB97M-V/def2-TZVPD) on the molecule C2H3BrFNO2 at a distorted geometry.

The geometry in XYZ format:
```
10
Properties=species:S:1:pos:R:3:lowdin_charge:R:1
H -2.18 0.04 -0.87 0.07
H -2.25 0.60 0.66 0.09
N 0.97 -0.27 -0.05 -0.29
Br 3.91 -0.38 0.07 0.78
F -0.07 1.78 -0.08 0.10
H -1.77 -1.06 0.45 0.07
O 2.20 0.41 -0.08 -0.56
O 1.00 -1.50 -0.16 -0.06
C -1.65 -0.08 0.05 0.03
C -0.18 0.46 0.01 -0.22
```

The calculation puts the LUMO energy at -1.591 eV. The calculation puts the energy above the lowest of the compared OMol25 structures with the same formula, charge and spin at 61.93 kcal per mole. Its HOMO-LUMO gap is 7.0 eV. The total charge is 0.